No. 1
Here is C6H11NO as an isolated structure from OMol25. Energies are from ωB97M-V/def2-TZVPD.

Summary:
Electronic energy ... -365.08586 Eh
Charge ... 0
Kohn-Sham gap ... 0.359 Ha
Relative energy (zero: lowest compared OMol25 entry of this formula, charge and spin) ... 3.9621 eV

Each line ends with the Löwdin charge.
Positions of all 19 atoms, in Å:
O: -1.63 -1.00 0.26  -0.05
N: 0.89 0.83 -0.90  -0.02
C: 1.89 -0.05 -0.26  -0.17
C: -0.33 0.56 -0.24  -0.52
C: -1.81 0.26 -0.52  -0.05
C: 1.13 -1.23 0.50  -0.07
C: -0.23 -0.94 -0.11  -0.30
C: -0.17 1.26 1.04  -0.04
H: -0.11 -1.30 -1.07  0.13
H: -2.53 0.97 -0.17  0.11
H: 1.03 1.84 -0.78  0.12
H: 2.60 0.59 0.40  0.14
H: -0.31 2.34 0.87  0.10
H: -1.94 0.05 -1.66  0.15
H: -0.84 1.00 1.82  0.09
H: 0.85 1.22 1.47  0.09
H: 1.49 -2.23 0.27  0.10
H: 1.27 -0.97 1.59  0.12
H: 2.44 -0.54 -1.03  0.09



No. 2
Here is a 3-piece molecular cluster, C6H11NO overall from OMol25. Energies are from ωB97M-V/def2-TZVPD.

Summary:
Electronic energy ... -364.80026 Eh
Charge ... 0
Kohn-Sham gap ... 0.155 Ha
Relative energy (zero: lowest compared OMol25 entry of this formula, charge and spin) ... 11.7337 eV

Each line ends with the Löwdin charge.
Positions of all 19 atoms, in Å:
O: -2.82 0.46 1.26  -0.10
N: 0.69 1.67 -1.95  0.09
C: 1.62 0.94 -2.24  -0.23
C: 1.72 -1.92 0.94  0.02
C: 1.15 -0.87 0.36  -0.23
C: -0.82 -0.72 1.02  0.05
C: -1.56 0.53 1.59  -0.45
C: -0.19 -0.64 -0.20  -0.01
H: -0.92 -1.68 1.53  0.14
H: -2.90 1.66 -1.16  0.00
H: 1.75 0.03 0.23  0.11
H: -0.55 0.03 -0.98  0.09
H: 1.80 -0.02 -1.71  0.05
H: -2.95 2.12 -1.74  0.03
H: -0.96 1.34 1.10  0.10
H: 1.30 -2.92 0.87  0.07
H: 2.65 -1.77 1.46  0.07
H: -1.33 0.67 2.66  0.12
H: 2.32 1.08 -3.07  0.08



No. 3
Here is one molecule with the formula C6H11NO from OMol25. Energies are from ωB97M-V/def2-TZVPD.

Summary:
Electronic energy ... -365.16580 Eh
SMILES ... C/C(=C\N)CCC=O
Charge ... 0
Kohn-Sham gap ... 0.332 Ha
Relative energy (zero: lowest compared OMol25 entry of this formula, charge and spin) ... 1.7869 eV

Each line ends with the Löwdin charge.
Positions of all 19 atoms, in Å:
O: -3.51 -0.25 -2.15  0.05
N: 0.95 -0.88 2.39  0.05
C: 2.18 0.34 -0.09  -0.06
C: -2.73 0.15 -1.33  -0.28
C: 0.28 -0.10 1.44  -0.20
C: -0.29 0.54 -0.89  -0.17
C: -1.42 -0.51 -1.00  -0.15
C: 0.71 0.34 0.25  -0.29
H: 2.73 -0.48 0.38  0.06
H: 0.30 0.48 -1.80  0.10
H: 1.94 -0.93 2.17  0.06
H: -0.75 0.13 1.72  0.12
H: 0.87 -0.49 3.33  0.08
H: 2.31 0.13 -1.16  0.07
H: -1.56 -1.08 -0.08  0.11
H: -1.08 -1.25 -1.73  0.12
H: -2.93 1.06 -0.73  0.13
H: -0.73 1.54 -0.86  0.11
H: 2.72 1.26 0.12  0.08



No. 4
Here is a 2-piece molecular cluster, C6H11NO overall from OMol25. Energies are from ωB97M-V/def2-TZVPD.

Summary:
Electronic energy ... -365.00099 Eh
SMILES ... OC1=CN1.C=CCC
Charge ... 0
Kohn-Sham gap ... 0.316 Ha
Relative energy (zero: lowest compared OMol25 entry of this formula, charge and spin) ... 6.2715 eV

Each line ends with the Löwdin charge.
Positions of all 19 atoms, in Å:
O: -0.15 -0.33 -2.46  0.09
N: -1.67 -2.09 -1.33  0.08
C: 1.17 -0.83 -0.06  -0.03
C: -1.02 -0.79 -1.63  -0.49
C: -1.97 -0.65 -0.78  0.00
C: 1.50 0.43 -0.01  -0.20
C: 0.92 1.49 0.86  -0.25
C: -0.13 1.07 1.95  -0.10
H: 1.63 1.90 1.54  0.09
H: -1.10 0.60 1.48  0.08
H: -2.63 -0.04 -0.06  0.12
H: -0.30 1.96 2.50  0.05
H: 0.55 -1.10 0.73  0.05
H: -1.29 -2.56 -0.61  -0.01
H: 1.61 -1.52 -0.71  0.06
H: 2.10 0.78 -0.90  0.12
H: -0.08 -0.94 -3.27  0.18
H: 0.37 0.35 2.55  0.05
H: 0.48 2.30 0.21  0.12



No. 5
Here is C6H11NO as an isolated structure from OMol25. Energies are from ωB97M-V/def2-TZVPD.

Summary:
Electronic energy ... -364.99004 Eh
Charge ... 0
Kohn-Sham gap ... 0.272 Ha
Relative energy (zero: lowest compared OMol25 entry of this formula, charge and spin) ... 6.5697 eV

Each line ends with the Löwdin charge.
Positions of all 19 atoms, in Å:
O: -1.17 -1.46 1.51  0.04
N: 1.08 -0.89 1.84  0.13
C: 0.01 1.88 1.00  0.01
C: 1.21 0.13 -1.48  -0.01
C: -0.12 -0.96 1.13  -0.56
C: 0.06 -0.25 -0.91  -0.35
C: -0.63 0.82 0.50  -0.12
C: -1.18 -0.70 -1.63  -0.06
H: 1.09 1.91 1.09  0.06
H: 2.08 0.45 -0.94  0.05
H: -1.72 0.16 -2.03  0.09
H: -1.85 -1.23 -0.94  0.09
H: -0.91 -1.37 -2.44  0.09
H: 0.26 -1.31 -0.01  0.13
H: 1.26 0.17 -2.56  0.06
H: -0.52 2.75 1.35  0.06
H: -1.71 0.82 0.42  0.10
H: 1.83 -0.43 1.35  0.08
H: 0.93 -0.49 2.76  0.11



No. 6
Here is C6H11NO as an isolated structure from OMol25. Energies are from ωB97M-V/def2-TZVPD.

Summary:
Electronic energy ... -365.02782 Eh
Charge ... 0
Kohn-Sham gap ... 0.362 Ha
Relative energy (zero: lowest compared OMol25 entry of this formula, charge and spin) ... 5.5416 eV

Each line ends with the Löwdin charge.
Positions of all 19 atoms, in Å:
O: 1.75 0.24 0.17  -0.11
N: 0.18 -1.40 2.00  0.08
C: 1.50 -0.91 -0.66  -0.14
C: 0.06 -0.78 -0.60  -0.28
C: -1.65 1.21 -0.89  -0.04
C: -0.27 -0.68 0.78  -0.26
C: -0.20 0.70 -0.80  -0.31
C: 0.42 0.74 0.49  -0.23
H: 1.99 -1.79 -0.47  0.10
H: 1.08 -1.13 2.04  -0.01
H: 0.68 1.75 0.98  0.18
H: -1.28 -0.27 0.80  0.11
H: -2.01 1.26 -1.98  0.10
H: -1.79 2.37 -0.28  0.16
H: -0.19 -0.79 2.89  0.16
H: -0.55 -1.46 -1.10  0.15
H: 0.34 1.04 -1.61  0.12
H: 2.03 -0.67 -1.68  0.16
H: -2.10 0.56 -0.08  0.06



No. 7
Here is a 2-piece molecular cluster, C6H11NO overall from OMol25. Energies are from ωB97M-V/def2-TZVPD.

Summary:
Electronic energy ... -365.09647 Eh
SMILES ... C[C@@H]1CO1.C=CN=C
Charge ... 0
Kohn-Sham gap ... 0.369 Ha
Relative energy (zero: lowest compared OMol25 entry of this formula, charge and spin) ... 3.6734 eV

Each line ends with the Löwdin charge.
Positions of all 19 atoms, in Å:
O: -1.66 -1.02 0.56  -0.09
N: 1.66 0.35 -0.33  -0.03
C: -2.92 -0.81 0.04  -0.25
C: -1.50 1.33 -0.43  -0.07
C: 1.56 -0.37 0.85  -0.24
C: 2.57 0.14 -1.18  -0.03
C: 2.55 -0.52 1.73  0.01
C: -1.90 -0.07 -0.71  -0.21
H: -1.64 -0.45 -1.70  0.13
H: 2.39 -1.01 2.67  0.05
H: -1.93 2.00 -1.18  0.08
H: 3.53 -0.10 1.55  0.05
H: -0.41 1.40 -0.49  0.05
H: 3.31 -0.66 -1.10  0.08
H: 0.56 -0.74 1.04  0.09
H: -3.63 -0.21 0.63  0.12
H: -3.36 -1.67 -0.47  0.11
H: -1.79 1.62 0.57  0.09
H: 2.63 0.79 -2.05  0.07



No. 8
Here is one molecule with the formula C6H11NO from OMol25. Energies are from ωB97M-V/def2-TZVPD.

Summary:
Electronic energy ... -365.19475 Eh
SMILES ... C=CC[C@@H](C)NC=O
Charge ... 0
Kohn-Sham gap ... 0.388 Ha
Relative energy (zero: lowest compared OMol25 entry of this formula, charge and spin) ... 0.9992 eV

Each line ends with the Löwdin charge.
Positions of all 19 atoms, in Å:
O: 3.03 -1.05 -0.84  0.01
N: 0.85 -0.48 -1.01  0.03
C: 1.88 -1.16 -0.46  -0.37
C: 0.36 1.16 1.24  -0.20
C: -1.51 -0.56 -1.70  -0.04
C: 0.48 1.01 2.55  0.01
C: -0.81 0.75 0.39  -0.17
C: -0.52 -0.47 -0.53  -0.37
H: -2.05 -1.50 -1.65  0.07
H: -0.63 -1.33 0.11  0.13
H: -0.30 0.59 3.18  0.06
H: -0.94 -0.57 -2.63  0.07
H: -1.67 0.48 1.01  0.12
H: 1.53 -1.89 0.29  0.14
H: 1.18 1.58 0.68  0.10
H: 1.38 1.36 3.03  0.05
H: -2.20 0.27 -1.76  0.07
H: 1.09 0.18 -1.73  0.15
H: -1.15 1.63 -0.17  0.11



No. 9
Here is a 2-piece molecular cluster, C6H11NO overall from OMol25. Energies are from ωB97M-V/def2-TZVPD.

Summary:
Electronic energy ... -365.03348 Eh
Charge ... 0
Kohn-Sham gap ... 0.344 Ha
Relative energy (zero: lowest compared OMol25 entry of this formula, charge and spin) ... 5.3876 eV

Each line ends with the Löwdin charge.
Positions of all 19 atoms, in Å:
O: -1.65 -1.46 0.91  -0.03
N: 0.87 -2.02 -0.89  0.11
C: -1.71 0.15 -1.03  -0.08
C: 2.02 -0.52 0.60  -0.08
C: 0.03 2.08 0.06  -0.04
C: -1.71 -0.07 0.47  -0.28
C: -0.57 0.71 -0.18  -0.17
C: 0.94 -0.93 -0.31  -0.26
H: 2.26 -1.42 1.22  0.10
H: -2.53 0.42 1.09  0.16
H: -2.43 0.77 -1.55  0.09
H: 2.90 -0.16 0.02  0.10
H: -1.06 -1.78 0.29  -0.02
H: 1.71 -2.58 -0.69  0.08
H: -1.32 -0.58 -1.77  0.10
H: 1.71 0.16 1.33  0.03
H: -0.68 2.73 0.32  0.03
H: 0.54 2.29 -0.81  0.06
H: 0.69 2.23 0.92  0.09



No. 10
Here is one molecule with the formula C6H11NO from OMol25. Energies are from ωB97M-V/def2-TZVPD.

Summary:
Electronic energy ... -365.22423 Eh
SMILES ... CC(=O)N1CCCC1
Charge ... 0
Kohn-Sham gap ... 0.365 Ha
Relative energy (zero: lowest compared OMol25 entry of this formula, charge and spin) ... 0.1968 eV

Each line ends with the Löwdin charge.
Positions of all 19 atoms, in Å:
O: 1.56 1.21 1.25  0.05
N: -0.08 0.23 0.06  -0.06
C: 0.13 -0.66 -2.07  -0.17
C: 0.55 0.55 1.24  -0.51
C: -1.27 -0.97 -1.58  -0.18
C: 0.50 0.55 -1.22  -0.16
C: -1.20 -0.70 -0.08  -0.16
C: -0.07 -0.08 2.45  -0.01
H: 1.57 0.73 -1.29  0.12
H: -2.18 -0.34 0.23  0.13
H: 0.28 -0.45 -3.13  0.11
H: -0.91 -1.63 0.42  0.11
H: 0.79 -1.50 -1.81  0.12
H: -0.29 -1.14 2.36  0.08
H: -1.70 -1.94 -1.76  0.11
H: 0.02 1.47 -1.60  0.13
H: -0.99 0.42 2.73  0.09
H: -1.97 -0.27 -2.06  0.11
H: 0.59 0.01 3.31  0.08



No. 11
Here is one molecule with the formula C6H11NO from OMol25. Energies are from ωB97M-V/def2-TZVPD.

Summary:
Electronic energy ... -365.18649 Eh
SMILES ... CC(=O)/C(C)=C(/C)N
Charge ... 0
Kohn-Sham gap ... 0.361 Ha
Relative energy (zero: lowest compared OMol25 entry of this formula, charge and spin) ... 1.2239 eV

Each line ends with the Löwdin charge.
Positions of all 19 atoms, in Å:
O: 2.53 -0.53 0.20  0.08
N: -0.46 -1.04 -1.60  0.07
C: 0.94 -1.90 1.36  -0.01
C: 1.36 -0.71 0.54  -0.42
C: 0.33 0.32 0.23  -0.21
C: -1.41 1.21 -1.32  -0.04
C: 0.30 1.48 1.16  -0.04
C: -0.47 0.13 -0.84  -0.37
H: -1.08 2.21 -1.03  0.07
H: -0.07 -1.77 1.76  0.08
H: -1.47 1.21 -2.41  0.08
H: 0.96 1.33 2.02  0.09
H: -1.41 -1.36 -1.75  0.09
H: 0.97 -2.80 0.73  0.09
H: 1.63 -2.01 2.20  0.09
H: -0.72 1.62 1.56  0.09
H: 0.61 2.40 0.66  0.09
H: -0.13 -0.82 -2.55  0.10
H: -2.42 1.04 -0.92  0.08



No. 12
Here is a 2-piece molecular cluster, C6H11NO overall from OMol25. Energies are from ωB97M-V/def2-TZVPD.

Summary:
Electronic energy ... -365.11857 Eh
SMILES ... C/C=C/O.C=CN=C
Charge ... 0
Kohn-Sham gap ... 0.344 Ha
Relative energy (zero: lowest compared OMol25 entry of this formula, charge and spin) ... 3.0721 eV

Each line ends with the Löwdin charge.
Positions of all 19 atoms, in Å:
O: 3.32 -2.14 0.57  -0.02
N: -1.63 0.42 -0.06  -0.02
C: 2.71 -1.52 -0.50  -0.22
C: 2.09 -0.35 -0.32  -0.15
C: -1.71 -0.65 0.63  -0.04
C: 1.29 0.34 -1.40  -0.13
C: -3.29 1.75 1.11  0.00
C: -2.07 1.58 0.60  -0.27
H: -4.01 0.95 0.96  0.06
H: -1.42 2.44 0.53  0.10
H: 2.07 0.07 0.68  0.10
H: -1.90 -0.61 1.70  0.08
H: -3.58 2.67 1.57  0.05
H: 2.76 -1.98 -1.48  0.12
H: 3.72 -2.94 0.22  0.09
H: 1.85 0.64 -2.29  0.07
H: -1.49 -1.62 0.21  0.07
H: 0.84 1.25 -1.01  0.05
H: 0.46 -0.29 -1.72  0.06